Entry 1:
The following is a quantum chemistry calculation of a structure of composition C11H15BN6O2W, from the OMol25 dataset.

Summary:
HOMO-LUMO gap (alpha / beta)   0.175 / 0.170 hartree
Multiplicity   3
⟨S²⟩   2.02
Net charge   +4

CARTESIAN COORDINATES (ANGSTROEM)
C -1.34 2.34 0.74
N -0.36 1.36 0.74
N 0.73 1.80 0.04
C 0.54 3.11 -0.19
C -0.75 3.46 0.19
B 2.07 1.04 -0.30
N 2.41 0.16 1.00
N 1.48 -0.50 1.75
C 2.12 -1.21 2.75
C 3.44 -0.82 2.73
C 3.58 0.06 1.66
W -0.34 0.17 2.30
N 2.15 0.43 -1.81
N 1.35 -0.57 -2.37
C 1.65 -0.68 -3.66
C 2.74 0.18 -3.97
C 3.02 0.86 -2.78
H 1.11 -1.34 -4.34
H 3.78 1.60 -2.55
H 3.24 0.27 -4.92
H 2.98 1.88 -0.32
H 4.41 0.69 1.39
H 1.36 3.70 -0.57
H 4.21 -1.13 3.42
H -1.21 4.43 0.06
H 1.61 -1.95 3.36
H -2.36 2.16 1.07
H -0.33 -1.27 0.22
C -0.86 -1.34 1.17
H -0.42 -2.19 1.71
H -1.77 -0.44 2.72
H -1.87 -1.59 0.89
O -3.27 0.26 -0.10
C -2.83 0.15 -1.28
O -1.65 -0.04 -1.68
H -3.66 0.27 -2.02

Results of the Mulliken charge analysis, in e, for atoms 1 through 5: C -0.50; N 0.76; N -0.44; C 0.12; C -1.05

Entry 2:
The following is a quantum chemistry calculation of a structure of composition C42H50Br2N10O7PSc, from the OMol25 dataset.

Summary:
HOMO-LUMO gap   0.261 hartree
Relative energy (zero: lowest compared OMol25 entry of this formula, charge and spin)   60.9 kcal/mol

CARTESIAN COORDINATES (ANGSTROEM)
Sc 1.35 -0.39 0.12
O 0.75 1.75 -6.11
C 0.73 1.29 -4.86
C 1.39 2.04 -3.79
C 1.57 1.48 -2.54
N 1.00 0.31 -2.17
C 0.42 -0.36 -3.18
Br -0.24 -2.11 -2.78
C 0.32 0.00 -4.52
H 1.10 2.68 -6.07
H 1.93 2.96 -3.96
H 2.17 2.07 -1.79
H -0.18 -0.68 -5.19
Br 5.52 1.24 -6.29
C 4.72 0.27 -4.93
C 5.22 0.55 -3.65
C 4.68 -0.15 -2.53
C 3.58 -1.00 -2.78
C 3.14 -1.27 -4.04
C 3.70 -0.64 -5.11
N 3.01 -1.63 -1.66
C 3.41 -2.81 -1.36
C 2.63 -3.57 -0.28
C 3.12 -4.75 0.12
C 2.39 -5.37 1.16
C 1.29 -4.74 1.71
C 0.84 -3.57 1.06
N 1.56 -2.98 0.11
H 6.07 1.18 -3.47
H 5.03 -0.08 -1.50
H 2.50 -2.04 -4.29
H 3.27 -0.85 -6.09
H 4.24 -3.24 -1.81
H 4.06 -5.21 -0.28
H 2.83 -6.23 1.53
H 0.67 -5.25 2.46
H -0.08 -3.09 1.37
O 4.14 4.74 2.29
C 3.58 3.83 1.73
C 2.10 3.52 1.75
O 1.25 4.26 2.24
C 1.99 2.28 0.98
C 3.22 1.78 0.62
O 3.33 0.60 0.05
C 4.28 2.66 1.03
O 5.49 2.56 0.88
O 0.92 1.70 0.62
N -0.64 -0.67 0.42
P -2.08 -0.10 0.36
N -3.15 -0.93 -0.60
C -4.41 -0.31 -1.06
C -5.45 -1.42 -1.37
C -5.42 -2.46 -0.26
C -4.07 -3.14 -0.01
C -3.00 -2.39 -0.79
N -2.23 1.46 -0.19
C -1.84 2.64 0.59
C -2.82 3.77 0.28
C -2.83 4.14 -1.18
C -2.96 2.83 -2.00
C -1.98 1.78 -1.58
N -2.67 0.17 1.89
C -2.32 -0.56 3.13
C -3.49 -1.41 3.73
C -4.83 -0.73 3.89
C -5.19 0.11 2.65
C -3.91 0.89 2.18
H -4.24 0.28 -1.93
H -4.89 0.31 -0.30
H -5.15 -1.91 -2.31
H -6.46 -1.10 -1.51
H -6.20 -3.27 -0.45
H -5.85 -2.02 0.65
H -4.14 -4.20 -0.29
H -3.91 -3.05 1.06
H -3.10 -2.65 -1.90
H -1.95 -2.59 -0.50
H -0.81 2.84 0.36
H -1.92 2.44 1.67
H -2.53 4.62 0.94
H -3.80 3.42 0.59
H -1.82 4.64 -1.40
H -3.63 4.81 -1.38
H -3.04 3.01 -3.08
H -3.94 2.46 -1.73
H -0.90 2.15 -1.65
H -2.00 0.94 -2.26
H -2.13 0.20 3.89
H -1.42 -1.17 3.02
H -3.02 -1.63 4.71
H -3.56 -2.36 3.17
H -4.94 -0.08 4.82
H -5.66 -1.44 4.04
H -5.95 0.79 3.02
H -5.55 -0.58 1.86
H -3.66 1.62 3.04
H -4.24 1.50 1.27
C 5.85 -0.47 2.44
N 4.47 -0.09 2.85
C 4.18 0.92 3.71
C 2.91 1.26 4.00
C 1.86 0.59 3.27
N 2.15 -0.45 2.45
C 3.46 -0.85 2.28
O 3.69 -1.84 1.60
N 0.57 1.01 3.30
H 5.80 -1.56 2.12
H 6.56 -0.39 3.30
H 6.16 0.16 1.60
H 5.08 1.40 4.11
H 2.58 2.13 4.56
H 0.36 1.93 3.69
H 0.04 0.82 2.40

Results of the Mulliken charge analysis, in e, for atoms 1 through 5: Sc -0.77; O -0.58; C 0.08; C -0.45; C -0.34

Entry 3:
The following is a quantum chemistry calculation of a structure of composition C5H10AlBr2FIOTm, from the OMol25 dataset.

Summary:
HOMO-LUMO gap (alpha / beta)   0.239 / 0.190 hartree
Multiplicity   3
⟨S²⟩   2.01
Net charge   +2

CARTESIAN COORDINATES (ANGSTROEM)
C 2.18 -1.77 0.28
C 2.02 -0.82 -1.00
O 2.33 0.49 -0.67
Al 0.71 1.48 -0.45
F 0.01 1.83 -1.99
I 1.45 3.75 0.62
C -0.62 0.56 0.78
Br -0.73 1.69 2.43
C -2.02 0.34 0.11
C -2.00 -0.88 -0.85
Br -3.30 -0.12 1.59
H 2.15 -1.10 1.15
H 3.10 -2.35 0.25
H 1.30 -2.42 0.38
H 0.98 -0.83 -1.38
H 2.72 -1.22 -1.76
H -0.31 -0.43 1.15
H -2.39 1.26 -0.36
H -2.23 -0.59 -1.89
H -2.82 -1.56 -0.57
H -1.08 -1.48 -0.80
Tm -1.47 4.18 2.99

Results of the Mulliken charge analysis, in e, for atoms 1 through 5: C -0.93; C 0.12; O -0.16; Al 0.53; F -0.39

Entry 4:
The following is a quantum chemistry calculation of a cluster of 2 separate species, C2H2N2O in total, from the OMol25 dataset.

Summary:
HOMO-LUMO gap   0.377 hartree
Relative energy (zero: lowest compared OMol25 entry of this formula, charge and spin)   35.0 kcal/mol

CARTESIAN COORDINATES (ANGSTROEM)
C -1.00 1.06 -0.25
C -0.99 -0.13 -0.22
O -0.99 -1.43 -0.20
H -0.99 2.11 -0.32
H -1.00 -1.77 0.71
N 2.25 -0.26 0.50
N 2.73 0.42 -0.22

Results of the Mulliken charge analysis, in e, for atoms 1 through 5: C -0.34; C 0.12; O -0.51; H 0.39; H 0.34

Entry 5:
The following is a quantum chemistry calculation of a structure of composition C22H35CeClO2P2, from the OMol25 dataset.

Summary:
HOMO-LUMO gap (alpha / beta)   0.204 / 0.220 hartree
Net charge   +2

CARTESIAN COORDINATES (ANGSTROEM)
P 0.37 -2.04 0.25
P 0.07 1.27 0.35
C -0.01 -1.05 -1.26
C 0.54 0.38 -1.19
H -1.10 -1.05 -1.35
H 0.41 -1.60 -2.10
H 1.63 0.38 -1.23
H 0.17 0.99 -2.02
C -1.57 1.90 0.12
H -1.84 2.54 0.97
H -2.32 1.10 0.05
H -1.57 2.49 -0.80
C 1.16 2.64 0.54
H 1.11 3.22 -0.38
H 2.19 2.31 0.73
H 0.83 3.25 1.39
C -0.72 -3.43 0.27
H -0.48 -4.14 1.07
H -0.59 -3.90 -0.71
H -1.76 -3.10 0.37
C 2.04 -2.66 0.06
H 2.78 -1.85 0.10
H 2.09 -3.17 -0.90
H 2.25 -3.36 0.87
Ce 0.15 -0.38 2.28
C 0.74 1.31 -5.21
C -0.57 1.35 -4.96
C -1.69 0.54 -5.55
C -1.31 -0.79 -6.25
C -0.59 -1.75 -5.35
C 0.71 -1.81 -5.05
C 1.85 -0.96 -5.53
C 1.49 0.41 -6.15
C 0.21 -2.02 3.62
H 1.37 2.01 -4.65
H -0.91 2.10 -4.24
H -2.27 1.16 -6.25
H -2.39 0.30 -4.73
H -2.25 -1.26 -6.59
H -0.74 -0.57 -7.16
H -1.25 -2.49 -4.85
H 1.02 -2.61 -4.36
H 2.46 -1.53 -6.25
H 2.52 -0.79 -4.67
H 2.45 0.90 -6.42
H 0.96 0.26 -7.10
H 0.88 -1.63 4.39
H 0.53 -2.95 3.21
H -0.82 -2.04 3.98
Cl 0.00 2.64 10.45
C -0.30 2.17 8.83
C -1.43 1.40 8.50
C -1.66 1.00 7.18
C -0.77 1.36 6.16
C 0.36 2.12 6.48
C 0.59 2.53 7.80
C -0.97 0.80 4.77
O -1.95 0.06 4.52
O 0.00 1.02 3.91
H -2.13 1.11 9.29
H -2.54 0.39 6.96
H 1.08 2.40 5.71
H 1.48 3.11 8.04

Results of the Mulliken charge analysis, in e, for atoms 1 through 5: P 0.56; P 0.84; C -0.40; C -0.50; H 0.36